# 1
The following is a DFT calculation (ωB97M-V with the def2-TZVPD basis set) of a 2-piece molecular cluster, C2HN4O3 overall.

The geometry in XYZ format:
```
10
C2HN4O3 ωB97M-V with the def2-TZVPD basis set
C 0.282 1.538 -0.720
C -1.211 0.562 1.363
N 0.143 2.566 -1.225
N -0.585 0.294 2.427
N 0.559 0.541 0.021
N 0.278 -0.683 2.586
O 0.254 -1.592 1.787
O -2.176 0.864 0.818
O 0.974 -0.617 3.569
H 0.192 -0.398 -0.151
```

The expectation value of S² is 2.0321. Its frontier orbital gap (spin up / spin down) is 5.0 / 6.1 eV. As for the multiplicity: 3. As for the total charge: -1. Its total energy is -521.35446 Eh.

# 2
The following is a DFT calculation (ωB97M-V with the def2-TZVPD basis set) of C2HN4O4 as an isolated structure.

The geometry in XYZ format:
```
11
C2HN4O4 ωB97M-V with the def2-TZVPD basis set
C 2.054 -1.072 0.507
C 1.331 0.536 -0.232
N 0.967 -1.784 0.284
N -0.016 -1.309 -0.149
N 0.136 0.205 -0.370
N -2.652 0.718 0.051
O -3.188 1.584 -0.502
O 3.132 -1.090 0.919
O -0.933 0.808 -0.774
O -2.666 -0.155 0.748
H 1.835 1.560 -0.480
```

Its frontier orbital gap is 8.3 eV. As for the multiplicity: 1. As for the total charge: +1. Its total energy is -596.15226 Eh.

# 3
The following is a DFT calculation (ωB97M-V with the def2-TZVPD basis set) of C2HN5 in the gas phase.

The geometry in XYZ format:
```
8
C2HN5 ωB97M-V with the def2-TZVPD basis set
C -1.379 -1.104 -0.136
C -0.336 0.023 0.214
H 1.544 -1.372 0.142
N -1.965 -2.141 -0.105
N -0.314 1.264 -0.242
N 0.958 1.666 -0.233
N 1.697 0.745 0.127
N 0.873 -0.412 0.367
```

Its frontier orbital gap is 11.0 eV. As for the multiplicity: 1. The structure (SMILES) is N#Cc1nnn[nH]1. Its total energy is -350.46661 Eh.

# 4
The following is a DFT calculation (ωB97M-V with the def2-TZVPD basis set) of C2HN5O in the gas phase.

The geometry in XYZ format:
```
9
C2HN5O ωB97M-V with the def2-TZVPD basis set
C -1.215 0.225 0.374
C 1.296 0.083 0.337
H 2.177 0.167 0.798
N -0.589 1.312 -0.224
N 0.744 1.237 -0.374
N 1.087 -1.119 -0.400
N -0.110 -1.381 -1.045
N -1.143 -0.869 -0.550
O -2.247 0.346 1.084
```

Its frontier orbital gap is 8.0 eV. As for the multiplicity: 1. The structure (SMILES) is O=c1nncnnn1. Its total energy is -425.59904 Eh.

# 5
The following is a DFT calculation (ωB97M-V with the def2-TZVPD basis set) of a 2-piece molecular cluster, C2HNO2 overall.

The geometry in XYZ format:
```
6
C2HNO2 ωB97M-V with the def2-TZVPD basis set
C 0.455 0.451 0.713
C -1.198 -1.026 -0.046
N 0.899 0.108 -0.340
O -0.263 0.715 1.567
O -1.690 -0.517 -0.925
H 1.797 0.268 -0.968
```

Its frontier orbital gap is 12.0 eV. As for the multiplicity: 1. Its total energy is -282.01315 Eh.

# 6
The following is a DFT calculation (ωB97M-V with the def2-TZVPD basis set) of C2HNO2 in the gas phase.

The geometry in XYZ format:
```
6
C2HNO2 ωB97M-V with the def2-TZVPD basis set
C 0.391 -0.761 -0.018
C 0.409 0.800 -0.035
N -0.709 -0.024 0.077
O 0.778 -1.883 0.061
O 0.817 1.876 0.063
H -1.685 -0.009 -0.148
```

The expectation value of S² is 2.0116. Its frontier orbital gap (spin up / spin down) is 6.7 / 8.4 eV. As for the multiplicity: 3. Its total energy is -281.82983 Eh.

# 7
The following is a DFT calculation (ωB97M-V with the def2-TZVPD basis set) of a 2-piece molecular cluster, C2HNO2S overall.

The geometry in XYZ format:
```
7
C2HNO2S ωB97M-V with the def2-TZVPD basis set
C -1.763 0.966 1.390
C 1.356 1.480 1.507
N -1.294 0.609 0.397
O 0.934 2.556 1.627
O -0.807 0.260 -0.788
S 1.955 0.051 1.407
H 0.100 0.335 -0.725
```

Its frontier orbital gap is 11.5 eV. As for the multiplicity: 1. Its total energy is -680.12478 Eh.

# 8
The following is a DFT calculation (ωB97M-V with the def2-TZVPD basis set) of C2HNO2S in the gas phase.

The geometry in XYZ format:
```
7
C2HNO2S ωB97M-V with the def2-TZVPD basis set
C -1.009 -0.507 -0.229
C 1.056 0.007 0.330
N 0.129 -0.943 0.149
O 2.066 -0.041 0.906
O 0.581 1.276 -0.110
S -0.913 1.171 -0.707
H -1.909 -0.964 -0.339
```

Its frontier orbital gap is 9.5 eV. As for the multiplicity: 1. The structure (SMILES) is O=c1ncso1. Its total energy is -680.20830 Eh.

# 9
The following is a DFT calculation (ωB97M-V with the def2-TZVPD basis set) of a 2-piece molecular cluster, C2HNO2S overall.

The geometry in XYZ format:
```
7
C2HNO2S ωB97M-V with the def2-TZVPD basis set
C 1.957 0.160 -0.142
C -1.685 -1.586 0.674
N -1.773 -0.482 0.394
O 0.943 0.586 -0.484
O -1.669 0.813 0.093
S 3.301 -0.554 0.099
H -1.074 1.064 -0.633
```

Its frontier orbital gap is 11.4 eV. As for the multiplicity: 1. Its total energy is -680.12027 Eh.

# 10
The following is a DFT calculation (ωB97M-V with the def2-TZVPD basis set) of a 2-piece molecular cluster, C2HNO3 overall.

The geometry in XYZ format:
```
7
C2HNO3 ωB97M-V with the def2-TZVPD basis set
C -1.466 0.359 0.980
C 0.927 -0.470 1.846
N -0.135 -0.466 1.321
O -1.342 1.470 1.384
O -2.351 -0.303 0.474
O 2.004 -0.555 2.289
H 2.364 -0.036 -8.294
```

Its frontier orbital gap is 3.3 eV. As for the multiplicity: 1. As for the total charge: -2. Its total energy is -357.23360 Eh.

# 11
The following is a DFT calculation (ωB97M-V with the def2-TZVPD basis set) of C2HNOS in the gas phase.

The geometry in XYZ format:
```
6
C2HNOS ωB97M-V with the def2-TZVPD basis set
C 0.085 0.079 -0.307
C 0.652 0.845 0.871
H -1.108 -1.539 -0.927
N 1.197 1.251 1.832
O 0.621 0.025 -1.390
S -1.446 -0.661 -0.079
```

Its frontier orbital gap is 10.1 eV. As for the multiplicity: 1. The structure (SMILES) is N#CC(=O)S. Its total energy is -604.95108 Eh.

# 12
The following is a DFT calculation (ωB97M-V with the def2-TZVPD basis set) of C2HNOS in the gas phase.

The geometry in XYZ format:
```
6
C2HNOS ωB97M-V with the def2-TZVPD basis set
C 0.574 -0.241 -0.169
C -0.735 -0.678 -0.050
H -0.472 1.306 0.264
N -1.945 -0.896 0.001
O 0.444 1.221 -0.043
S 2.134 -0.712 -0.002
```

Its frontier orbital gap is 8.0 eV. As for the multiplicity: 1. The structure (SMILES) is N#CC(O)=S. Its total energy is -604.91200 Eh.

# 13
The following is a DFT calculation (ωB97M-V with the def2-TZVPD basis set) of C2HO3Rb as an isolated structure.

The geometry in XYZ format:
```
7
C2HO3Rb ωB97M-V with the def2-TZVPD basis set
C 1.815 -0.150 -0.176
O 0.935 -1.067 -0.413
C -0.140 0.313 -0.449
O 0.985 0.982 -0.181
O -1.186 0.376 0.115
Rb -4.964 -0.276 0.473
H 2.555 -0.177 0.632
```

The expectation value of S² is 0.7694. Its frontier orbital gap (spin up / spin down) is 6.5 / 10.6 eV. As for the multiplicity: 2. As for the total charge: +1. Its total energy is -326.27308 Eh.

# 14
The following is a DFT calculation (ωB97M-V with the def2-TZVPD basis set) of C2HO3S as an isolated structure.

The geometry in XYZ format:
```
7
C2HO3S ωB97M-V with the def2-TZVPD basis set
C 0.196 0.561 -0.002
C 0.575 0.139 1.037
O 2.779 -2.116 2.759
O 2.461 -0.548 4.603
O 1.309 -0.044 2.706
S 1.781 -1.399 3.591
H -0.378 1.106 -0.751
```

The expectation value of S² is 2.0267. Its frontier orbital gap (spin up / spin down) is 6.5 / 6.5 eV. As for the multiplicity: 3. As for the total charge: -1. Its total energy is -700.50959 Eh.

# 15
The following is a DFT calculation (ωB97M-V with the def2-TZVPD basis set) of an isolated ion of composition C2HO4S and charge -1.

The geometry in XYZ format:
```
8
C2HO4S ωB97M-V with the def2-TZVPD basis set
C -0.459 -0.055 0.166
C -0.381 -0.982 1.409
O -1.968 -1.843 -1.084
O -0.413 -0.773 2.566
O 0.351 -2.042 -1.710
O -0.338 -2.222 0.836
S -0.606 -1.500 -0.733
H 0.392 0.675 -0.246
```

Its frontier orbital gap is 8.1 eV. As for the multiplicity: 1. As for the total charge: -1. Its total energy is -775.96659 Eh.

# 16
The following is a DFT calculation (ωB97M-V with the def2-TZVPD basis set) of a 2-piece molecular cluster, C2HP overall.

The geometry in XYZ format:
```
4
C2HP ωB97M-V with the def2-TZVPD basis set
C -0.263 -0.442 0.706
C -0.923 -1.530 0.483
P 0.758 0.798 0.989
H 0.428 1.174 -2.178
```

Its frontier orbital gap (spin up / spin down) is 8.4 / 6.1 eV. As for the multiplicity: 1. Its total energy is -417.85591 Eh.

# 17
The following is a DFT calculation (ωB97M-V with the def2-TZVPD basis set) of a 2-piece molecular cluster, C2IN5 overall.

The geometry in XYZ format:
```
8
C2IN5 ωB97M-V with the def2-TZVPD basis set
C -1.935 0.970 -0.668
C 2.272 0.025 0.760
N -2.268 2.056 -0.491
N -0.401 -2.002 -0.313
N 1.569 -0.108 -0.165
N -0.981 -1.077 -0.536
N -1.778 -0.324 -0.898
I 3.521 0.460 2.310
```

Its frontier orbital gap is 9.7 eV. As for the multiplicity: 1. Its total energy is -647.55327 Eh.

# 18
The following is a DFT calculation (ωB97M-V with the def2-TZVPD basis set) of C2LiO2Rb as an isolated structure.

The geometry in XYZ format:
```
6
C2LiO2Rb ωB97M-V with the def2-TZVPD basis set
O 0.406 -0.078 1.012
C 0.278 -1.280 0.791
C -1.656 0.538 -4.646
O -2.047 0.338 -5.680
Li -0.697 1.126 -2.588
Rb 1.221 -0.535 3.816
```

The expectation value of S² is 0.7509. Its frontier orbital gap (spin up / spin down) is 3.4 / 11.3 eV. As for the multiplicity: 2. As for the total charge: +1. Its total energy is -258.01445 Eh.

# 19
The following is a DFT calculation (ωB97M-V with the def2-TZVPD basis set) of C2N2O3 in the gas phase.

The geometry in XYZ format:
```
7
C2N2O3 ωB97M-V with the def2-TZVPD basis set
C 0.831 1.038 -0.002
C -1.094 -0.535 0.325
N 1.349 0.046 -0.451
N -0.455 -1.266 -0.406
O -2.068 -0.099 0.786
O 0.842 -1.186 -0.748
O 0.564 2.039 0.515
```

The expectation value of S² is 2.0151. Its frontier orbital gap (spin up / spin down) is 8.2 / 7.4 eV. As for the multiplicity: 3. Its total energy is -411.18022 Eh.

# 20
The following is a DFT calculation (ωB97M-V with the def2-TZVPD basis set) of C2N2O4 in the gas phase.

The geometry in XYZ format:
```
8
C2N2O4 ωB97M-V with the def2-TZVPD basis set
C 0.513 -0.852 0.084
C 0.805 0.609 -0.061
N -1.893 -0.276 0.029
N -1.530 0.870 -0.364
O 1.402 -1.733 0.120
O -0.848 -1.165 0.439
O -0.327 1.391 -0.276
O 1.880 1.156 0.028
```

Its frontier orbital gap is 10.2 eV. As for the multiplicity: 1. The structure (SMILES) is O=c1onnoc1=O. Its total energy is -486.53613 Eh.